(1)
Here is a 8-piece molecular cluster, C24H46FNO15S3 overall at a distorted geometry from the Open Molecules 2025 dataset. Energies are from ωB97M-V/def2-TZVPD.

```
90
Properties=species:S:1:pos:R:3:forces:R:3
N -0.8725 0.8287 0.3131 -0.8 -3.5 4.4
H -0.9680 0.5319 1.3830 0.4 0.5 -1.9
H 0.0505 0.6969 0.0338 2.4 -0.7 -0.6
H -1.0025 1.7768 0.1756 -1.4 2.2 -0.8
H -1.4378 0.0576 -0.0445 -0.4 0.7 -0.8
F -1.7156 -1.3792 2.0602 0.3 0.6 -0.5
C -4.0065 -2.3972 -0.0618 1.4 1.2 -1.0
C -2.9050 -3.4212 -0.4142 -2.2 -0.6 2.5
C -2.3659 -4.2170 0.7645 2.4 1.0 2.5
O -2.5744 -5.6050 0.4068 1.2 0.9 1.6
C -3.2643 -5.6737 -0.6836 -4.8 -2.2 -1.4
O -3.9246 -6.6846 -0.9965 2.6 2.9 0.0
O -3.4595 -4.4305 -1.2678 0.3 -1.4 0.2
H -4.7669 -2.9343 0.4470 -0.5 -0.2 1.4
H -4.4944 -2.3595 -1.0483 0.1 1.3 0.1
H -3.6250 -1.3535 0.4529 -1.0 -3.0 -1.3
H -2.1476 -3.0073 -0.9382 2.5 1.7 -1.6
H -2.6739 -3.8838 1.8321 -0.7 -1.0 -1.9
H -1.2609 -4.0436 0.9762 -1.0 -0.4 -1.0
C 1.8934 -2.5714 0.5224 -0.8 3.0 2.4
C 2.3259 -3.1449 1.8101 2.5 5.3 3.1
C 1.3264 -3.4224 2.9152 -2.5 -0.8 -3.0
O 1.4443 -4.7956 3.1077 -1.7 -0.7 1.9
C 2.4366 -5.2191 2.4743 5.8 -6.1 -3.8
O 2.8775 -6.3854 2.3917 -1.7 3.1 1.0
O 3.0884 -4.2831 1.6683 -1.4 -1.6 1.2
H 1.2274 -3.2152 0.1295 -2.4 -2.1 -1.9
H 2.6866 -2.3785 -0.0947 2.1 0.0 -1.7
H 1.4167 -1.5569 0.6318 0.2 -1.1 0.3
H 3.0182 -2.3604 2.4196 -1.1 -1.2 -1.9
H 0.2730 -3.2740 2.7355 -0.4 0.5 -0.9
H 1.4413 -2.9625 3.7968 1.3 1.9 3.2
C 0.3782 -4.7273 -2.3076 -0.9 -1.5 1.3
C 0.4820 -3.4969 -3.0816 -2.8 0.5 -1.9
C -0.7892 -3.1589 -3.9976 -2.0 -3.6 3.4
O -0.8753 -1.8050 -3.8956 0.3 3.2 0.0
C -0.1560 -1.3695 -2.8231 -0.2 6.1 0.7
O -0.1407 -0.1590 -2.3581 -0.8 -5.6 -2.3
O 0.6212 -2.2916 -2.3683 1.0 -0.6 1.1
H -0.3772 -4.7733 -1.4622 0.6 0.4 -1.2
H 1.3267 -5.0564 -1.8750 0.0 0.0 -0.2
H 0.0521 -5.4210 -3.0993 0.2 -0.4 0.6
H 1.1984 -3.6050 -3.8355 2.1 0.2 -0.6
H -1.7707 -3.5482 -3.5471 1.2 0.2 0.2
H -0.9004 -3.7128 -4.9186 1.1 1.0 -1.1
C -1.4357 4.4571 -5.1891 1.0 1.4 1.5
C -2.4283 3.3616 -4.9225 -2.8 -0.4 0.9
C -1.8056 2.1983 -4.0715 2.8 0.7 -2.2
S -0.3168 3.0225 -3.2834 -2.6 -3.3 -1.3
O 0.7660 2.4230 -3.9647 2.0 0.1 -0.7
O -0.4520 2.9025 -1.8788 0.3 0.5 2.5
C -0.6515 4.6004 -3.8013 3.5 2.6 -3.8
H -1.8308 5.4781 -5.3745 -0.3 -0.8 -0.1
H -0.7086 4.2790 -6.0018 -0.3 -0.3 0.5
H -2.9938 3.0106 -5.8044 0.6 0.0 0.2
H -3.3043 3.8109 -4.2604 1.8 -0.8 -1.1
H -1.2496 1.3009 -4.5961 -1.6 1.8 0.7
H -2.5042 1.8883 -3.3637 -0.8 -0.8 1.3
H 0.3544 5.2250 -4.0676 -2.0 -1.8 0.9
H -1.0357 5.0896 -2.9660 -1.6 1.0 0.9
C 0.1335 0.3404 6.0130 -5.9 8.4 0.1
C 0.8523 1.6658 6.3187 -2.5 1.3 -4.6
C 1.7199 1.9382 5.0568 -0.1 4.6 0.0
S 0.8495 1.2410 3.6984 -0.1 -2.4 0.3
O 1.6803 0.2259 3.0896 0.2 0.5 -0.3
O 0.1605 2.2233 2.9319 -0.3 1.4 -1.3
C -0.4220 0.3577 4.5729 -1.1 -1.4 0.8
H -0.4360 0.2337 6.8747 -1.9 -1.1 0.9
H 0.7749 -0.2777 5.9308 8.3 -8.5 -0.1
H 1.4399 1.8110 7.1082 2.5 -0.6 3.6
H 0.0900 2.4675 6.4896 0.4 -0.5 -0.7
H 2.7301 1.5686 5.1184 0.1 -0.5 -0.1
H 1.8600 3.1520 4.7871 -0.5 -3.3 0.7
H -0.4981 -0.7098 4.1497 0.2 1.7 0.4
H -1.4198 0.7993 4.4286 0.6 0.2 0.1
C 2.7280 4.8060 -1.3601 -1.0 1.2 1.1
C 1.4317 5.3198 -0.5486 3.2 1.0 2.2
C 0.9421 4.4533 0.6960 4.4 3.8 0.6
S 2.3331 3.3602 0.8571 0.1 0.3 3.5
O 1.9698 2.1421 0.2613 -1.2 -2.9 -1.1
O 2.9371 3.3503 2.1957 -0.8 0.3 -1.4
C 3.4181 4.0958 -0.2251 2.1 0.2 -0.7
H 3.4873 5.5795 -1.8430 -2.2 -1.3 0.9
H 2.2131 4.1729 -2.0730 1.1 -0.7 -0.5
H 0.6165 5.5368 -1.0951 -2.6 0.7 -2.3
H 1.7812 6.2512 -0.1227 -0.2 0.5 0.2
H 0.1219 3.9674 0.4052 -3.2 -2.2 -0.6
H 0.8482 5.1475 1.6001 -0.1 -1.3 -1.2
H 4.0713 3.3187 -0.5507 0.3 -1.0 -0.4
H 4.0919 4.6067 0.4515 0.0 1.3 -0.3
```
Forces are in eV/Å.

Results
- energy above the lowest of the compared OMol25 structures with the same formula, charge and spin (kJ/mol) = 0.00
- E_LUMO (eV) = -0.1
- DFT total energy (a.u.) = -3419.55598
- largest force on an atom (hartree/bohr) = 0.232

=====

(2)
Here is C43H25ClN9O8SeTa as an isolated structure at a distorted geometry from the Open Molecules 2025 dataset. Energies are from ωB97M-V/def2-TZVPD.

```
88
Properties=species:S:1:pos:R:3:forces:R:3
Ta -0.5797 0.2286 0.3446 0.4 -1.5 -0.3
O 2.3363 0.0349 -4.9583 0.1 -0.1 0.0
C 2.0900 -1.2123 -4.5746 0.1 0.0 0.0
O 2.5322 -2.1670 -5.1457 0.0 0.0 0.0
C 1.2219 -1.4127 -3.3726 -0.1 0.0 -0.1
C 0.6975 -2.6387 -3.0041 -0.1 0.0 0.2
N -0.0024 -2.4548 -1.8740 -0.2 0.1 -0.2
N 0.0145 -1.1775 -1.4766 0.3 0.4 -0.1
C 0.7634 -0.5429 -2.3851 0.1 0.1 0.2
C 0.9925 0.8949 -2.1133 -0.7 -0.2 -0.1
O 1.4757 1.6890 -2.8618 0.2 0.1 0.0
O 0.4596 1.2057 -0.9198 1.1 0.5 0.1
H 2.0286 0.7073 -4.3225 -0.1 0.0 0.0
H 0.7804 -3.6035 -3.4779 0.0 0.0 0.0
H -0.5811 -3.1323 -1.3980 0.0 -0.1 0.1
C -3.0104 2.8312 -2.3973 0.0 0.0 0.0
C -4.1893 2.1227 -2.5838 0.0 0.0 0.0
C -4.3608 0.9028 -1.9498 0.0 0.1 0.0
C -3.3467 0.4011 -1.1387 0.0 0.0 0.2
C -2.1431 1.0765 -0.9701 0.1 -0.2 -0.1
C -1.9959 2.3110 -1.6029 0.0 0.1 -0.1
C -3.4707 -0.8638 -0.4067 0.1 0.0 -0.1
C -4.7358 -1.4397 -0.1988 -0.1 0.1 0.0
C -4.8341 -2.6273 0.4518 0.0 0.0 0.0
C -3.6573 -3.3181 0.7950 0.0 0.0 0.0
C -3.7333 -4.6353 1.3019 -0.1 0.0 0.0
C -2.6077 -5.3752 1.5058 0.0 0.0 0.0
C -1.3641 -4.8041 1.1956 0.0 0.0 0.0
C -1.2678 -3.5091 0.7505 0.0 0.0 0.0
C -2.4036 -2.6999 0.5542 -0.1 -0.1 0.1
N -2.3298 -1.3938 0.0625 -0.3 0.1 0.1
H -2.8684 3.7844 -2.8898 0.0 0.0 0.0
H -4.9666 2.5163 -3.2241 0.0 0.0 0.0
H -5.2723 0.3441 -2.1136 0.0 0.0 0.0
H -1.0831 2.8864 -1.5023 0.0 0.0 0.0
H -5.6135 -0.9095 -0.5341 0.0 0.0 0.0
H -5.7968 -3.0756 0.6638 0.0 0.0 0.0
H -4.7155 -5.0518 1.4873 0.0 0.0 0.0
H -2.6658 -6.3895 1.8737 0.0 0.0 0.0
H -0.4569 -5.3820 1.3064 0.0 0.0 0.0
H -0.2812 -3.1368 0.5449 0.1 0.0 -0.1
Se -0.3351 7.5316 2.6714 0.0 0.1 0.0
N 0.9107 6.2756 2.6309 0.1 -0.1 0.0
C 0.3077 5.1415 2.3888 -0.1 0.0 0.0
C 0.9948 3.8563 2.3231 0.1 0.1 0.0
C 2.2920 3.6419 2.8039 0.0 0.0 0.0
C 2.7531 2.3505 2.8650 0.0 -0.1 0.0
C 1.9868 1.3116 2.3296 0.1 0.2 -0.1
N 0.7995 1.5039 1.7676 -0.4 0.7 0.2
C 0.2805 2.7603 1.8721 -0.1 -0.2 0.2
C -1.1680 2.8269 1.7525 0.0 -0.1 -0.1
N -1.7730 1.6394 1.5486 -0.5 -0.1 0.2
C -3.0991 1.5500 1.7296 0.2 0.2 0.0
C -3.8698 2.6532 2.0477 0.0 0.0 0.0
C -3.2682 3.8929 2.1413 -0.1 0.1 0.0
C -1.8853 3.9888 2.0141 0.2 0.0 0.0
C -1.1197 5.2091 2.2339 0.0 0.0 0.0
N -1.6538 6.3962 2.3512 -0.1 -0.1 0.0
H 2.8739 4.4760 3.1738 0.0 0.0 0.0
H 3.7115 2.1153 3.3055 0.0 0.0 0.0
H 2.3801 0.3141 2.3344 0.0 -0.2 0.0
H -3.5435 0.5768 1.6008 0.0 -0.1 0.0
H -4.9318 2.5303 2.2024 0.0 0.0 0.0
H -3.8445 4.7853 2.3502 0.0 0.0 0.0
O 3.1856 -4.8194 2.6762 0.1 0.0 0.0
C 2.5333 -4.4396 1.5848 -0.3 0.2 0.2
O 1.8080 -5.1767 0.9812 0.1 -0.1 -0.1
C 2.6612 -3.0155 1.1294 0.1 -0.2 0.0
C 3.5114 -2.5255 0.1637 0.2 0.2 0.2
Cl 4.9045 -3.2695 -0.4392 0.0 0.0 -0.1
N 3.1042 -1.2667 -0.1570 0.0 -0.1 -0.1
N 2.0005 -0.9399 0.5469 0.0 -0.1 -0.1
C 1.7528 -1.9789 1.3305 -0.3 0.1 0.1
C 0.5755 -1.9220 2.2485 0.3 -0.5 -0.1
O 0.4732 -2.6383 3.1985 0.0 0.3 0.1
O -0.3593 -1.0703 1.8268 -0.3 0.5 -0.2
C 3.7953 -0.2945 -0.9561 0.0 0.1 -0.1
C 4.2867 -0.6356 -2.2095 -0.1 0.0 0.0
C 4.9669 0.3190 -2.9493 0.0 0.1 0.0
C 5.1447 1.6017 -2.4469 0.0 -0.1 0.0
C 4.6408 1.9321 -1.1979 0.0 0.0 0.0
C 3.9676 0.9832 -0.4455 0.0 0.0 0.1
H 3.6750 -4.0899 3.0811 0.0 0.0 -0.1
H 4.1326 -1.6240 -2.6196 0.0 -0.1 0.0
H 5.3416 0.0584 -3.9296 0.0 0.0 0.0
H 5.6749 2.3411 -3.0312 0.0 0.0 0.0
H 4.7784 2.9291 -0.8021 0.0 0.0 0.0
H 3.5872 1.2300 0.5359 0.1 0.0 -0.1
```
Forces are in eV/Å.

Results
- net charge = +2
- energy above the lowest of the compared OMol25 structures with the same formula, charge and spin (kJ/mol) = 60.45
- E_LUMO (eV) = -7.0
- DFT total energy (a.u.) = -5666.72524
- largest force on an atom (hartree/bohr) = 0.032

=====

(3)
Here is one molecule with the formula C3H6FNS at a distorted geometry from the Open Molecules 2025 dataset. Energies are from ωB97M-V/def2-TZVPD.

```
12
Properties=species:S:1:pos:R:3:forces:R:3
C 1.1092 -0.3796 -1.7817 0.9 0.5 -0.9
C 0.3823 -0.1635 -0.4953 -0.9 0.8 -1.2
C 0.3990 1.1453 0.3183 0.1 -1.8 1.3
H 2.2010 -0.0808 -1.7764 -1.3 0.0 0.0
H 0.5426 0.1210 -2.6235 0.9 -0.3 0.8
H 1.0473 -1.4611 -1.9439 0.1 0.3 -0.2
H -0.6503 1.4057 0.6049 0.9 0.4 -0.6
H 0.9081 0.8754 1.2768 -0.4 0.3 -0.4
H -1.2105 -2.2025 1.5343 -0.3 0.9 -0.2
N -0.4519 -1.1030 -0.2714 0.8 0.2 1.0
F 1.0966 2.1645 -0.2522 -0.1 0.2 -0.5
S -1.3055 -0.8769 1.1781 -0.7 -1.4 1.0
```
Forces are in eV/Å.

Results
- energy above the lowest of the compared OMol25 structures with the same formula, charge and spin (kJ/mol) = 156.34
- SMILES = C/C(CF)=N/S
- E_LUMO (eV) = 0.8
- DFT total energy (a.u.) = -670.66457
- largest force on an atom (hartree/bohr) = 0.043

=====

(4)
Here is C43H38F5MoN4O4PS3 as an isolated structure at a distorted geometry from the Open Molecules 2025 dataset. Energies are from ωB97M-V/def2-TZVPD.

```
99
Properties=species:S:1:pos:R:3:forces:R:3
Mo 15.9672 13.1627 9.5455 2.5 -3.7 -0.3
C 16.4107 10.9659 5.9147 -0.4 -0.9 -0.9
C 16.1816 12.1172 6.8252 1.0 -1.1 0.9
N 15.3814 12.1034 7.9185 2.3 2.4 -0.4
N 14.3100 11.3614 8.0236 -1.3 -0.4 0.5
C 14.5153 10.0642 8.1226 1.1 -2.0 -0.1
O 15.5940 9.4352 8.2786 -0.9 1.1 0.2
C 13.2939 9.3223 7.7201 -0.8 -0.4 0.1
C 11.9912 9.9153 7.6747 1.0 -0.3 0.3
C 11.0132 9.2972 6.9336 -0.5 0.8 0.0
C 11.2842 8.1126 6.2664 -1.5 0.4 -0.3
C 12.4882 7.5213 6.3563 2.3 -1.2 1.1
C 13.5284 8.0719 7.1534 -2.0 0.1 -0.5
C 17.0685 13.2292 6.7575 -0.6 0.2 1.4
C 17.9280 13.5782 5.7101 0.9 0.4 0.4
C 18.4127 14.8680 5.6460 -0.8 -0.5 -0.3
C 18.0108 15.7738 6.6283 0.9 1.8 0.0
C 17.2873 15.3591 7.7089 -0.1 -1.5 -0.1
N 16.9070 14.0535 7.8406 -0.1 1.9 -1.0
H 17.1184 11.2595 5.1132 -0.6 -0.2 0.4
H 15.4757 10.6267 5.4312 0.2 0.2 0.1
H 16.8099 10.0426 6.4114 -0.3 1.0 0.0
H 11.7551 10.8065 8.2684 0.4 -0.2 -0.5
H 10.0395 9.7897 6.7919 0.4 -0.4 0.3
H 10.4672 7.6466 5.7431 0.0 -0.2 -0.4
H 12.6895 6.5486 5.9130 -0.2 0.1 -0.1
H 14.4088 7.4837 7.3679 0.3 0.5 -0.3
H 18.3991 12.8272 5.1067 -0.5 -0.2 -0.6
H 18.9240 15.1682 4.7341 0.4 0.1 0.5
H 18.3882 16.8212 6.6299 -0.6 -0.8 -0.2
H 16.9252 16.0518 8.4456 0.2 0.0 0.5
C 12.5888 13.2774 15.3925 1.2 -0.8 0.3
C 12.9369 12.2139 14.3857 1.7 1.0 -1.9
O 14.4218 11.9279 14.3643 -0.9 0.3 -0.6
P 15.4861 12.6089 13.2973 -0.1 -1.0 0.5
S 15.3914 14.5276 13.4156 -0.1 0.7 -0.2
S 15.2709 11.6623 11.4601 -0.5 0.3 0.6
O 16.8825 11.9991 13.8529 0.2 1.0 1.2
C 17.6852 12.7178 14.9609 -0.3 -0.7 -1.9
C 17.1554 12.3473 16.2993 -1.0 -0.5 1.4
H 11.5840 13.1795 15.7450 -0.8 0.0 -0.1
H 12.7982 14.2390 14.9711 0.1 0.7 0.1
H 13.2247 13.0678 16.2627 0.0 0.4 -0.1
H 12.6049 12.4750 13.3491 0.4 -0.1 0.7
H 12.4754 11.3026 14.6145 -0.4 -1.5 0.4
H 17.5524 13.7931 14.7862 0.2 -0.3 -0.1
H 18.7173 12.4020 14.7117 -0.8 0.2 0.6
H 16.1646 12.7930 16.4152 -0.1 0.0 -0.2
H 17.7012 12.7471 17.1767 0.3 -0.1 -0.7
H 16.9980 11.2651 16.4798 0.4 0.5 -0.4
F 20.1076 7.7733 12.7003 0.2 1.2 -0.7
C 19.9088 8.9489 12.0321 -0.1 0.0 0.4
C 19.4331 8.9733 10.7399 0.1 -0.6 -0.6
F 19.2809 7.8598 9.9937 0.3 0.3 0.5
C 19.1313 10.1881 10.1565 -1.0 1.3 -2.0
F 19.0676 10.3143 8.7881 -0.5 -0.9 1.2
C 18.8719 11.3488 10.8677 1.3 -0.7 1.8
S 18.2547 12.8647 10.3780 -0.1 1.0 -1.4
C 19.4919 11.3344 12.1375 0.4 0.2 0.9
F 19.5605 12.5172 12.8265 0.4 -1.3 -0.6
C 20.1194 10.1959 12.6541 -0.2 -0.4 0.5
F 20.8886 10.1754 13.7817 -0.9 0.5 -0.5
N 7.7257 17.7778 8.8136 0.5 -0.1 0.6
C 8.7404 17.3534 9.1717 -1.0 -0.1 -1.0
C 10.0271 16.7667 9.3293 0.9 -0.9 0.9
C 10.6115 16.0813 8.2267 1.1 1.2 2.1
C 11.9305 15.6851 8.3429 1.0 0.0 0.1
C 12.6369 15.8544 9.5666 -0.6 0.5 0.3
C 12.0580 16.5583 10.6460 -0.8 -0.6 0.8
C 10.7051 16.8936 10.5866 0.0 0.6 -1.8
C 13.8997 15.2596 9.7941 0.6 0.5 -0.6
C 15.0020 14.7436 9.9576 -2.4 2.2 0.4
H 10.1074 15.9541 7.3196 -0.8 0.0 -1.1
H 12.5249 15.3446 7.4704 -0.7 -0.2 0.7
H 12.6222 16.7320 11.5881 -0.4 -0.4 -0.9
H 10.1476 17.3500 11.4067 0.4 0.0 -0.2
C 21.5135 24.4974 15.6106 1.1 -1.3 -1.5
C 20.5991 23.3071 15.3609 -1.4 0.7 -1.3
C 19.3698 23.5038 14.6901 0.1 -1.1 0.6
C 18.3509 22.4800 14.6825 -0.3 2.3 -0.7
C 16.8698 22.8557 14.4059 1.5 0.3 -0.9
C 18.6894 21.2036 15.0273 1.3 -0.1 0.8
C 17.6826 20.1339 14.8805 -2.7 -1.6 0.2
O 16.5034 20.1246 15.3009 3.3 0.2 -0.8
C 20.0216 20.9559 15.4983 -0.3 0.0 -0.4
C 20.4012 19.5900 15.9343 -0.6 -1.9 0.3
C 20.9126 22.0006 15.7000 -0.6 -0.1 0.5
H 20.9929 25.4120 15.4032 -0.1 0.5 0.0
H 22.4098 24.4116 14.9174 -1.0 0.3 0.7
H 21.9241 24.5135 16.6055 0.0 0.0 0.5
H 19.2463 24.4347 14.1509 -0.6 0.2 0.4
H 16.6442 23.0786 13.3465 0.3 -0.2 0.3
H 16.7011 23.7622 14.9507 -0.3 0.5 0.3
H 16.2110 22.0884 14.7541 -0.3 -0.1 0.1
H 17.9897 19.2549 14.2340 0.0 0.6 0.7
H 20.3502 18.7561 15.1734 0.3 1.2 0.4
H 19.6647 19.2592 16.6692 -0.2 -0.1 0.1
H 21.3308 19.5195 16.4957 0.3 0.2 -0.4
H 21.8181 21.8450 16.2580 0.4 -0.4 0.0
```
Forces are in eV/Å.

Results
- net charge = -1
- energy above the lowest of the compared OMol25 structures with the same formula, charge and spin (kJ/mol) = 121.14
- E_LUMO (spin up / spin down) (eV) = 1.4 / 1.0
- DFT total energy (a.u.) = -4284.72246
- largest force on an atom (hartree/bohr) = 0.088
- spin multiplicity = 4